No. 1
ORCA calculation (the ωB97M-V functional and the def2-TZVPD basis) on C17H25MoN2O2S8 as an isolated structure.

Computed properties:
- relative energy (zero: lowest compared OMol25 entry of this formula, charge and spin) (kcal per mole) = 106.9
- molecular weight (g/mol) = 641.88
- HOMO level (eV) = -9.469

The geometry in ORCA input format:
```
! wB97M-V def2-TZVPD RIJCOSX def2/J DEFGRID3
* xyz 1 1
Mo -0.7055 0.6577 -0.1707
C -2.0705 2.0074 -1.3697
C -2.7578 0.9559 -2.2542
S -2.3755 -0.6695 -1.4706
C -1.3539 -1.5277 -2.7094
C -0.3787 -2.4019 -1.9351
S 0.5760 -1.5326 -0.6282
C 2.2101 -1.4272 -1.4100
C 2.3531 -0.6126 -2.6830
S 2.3173 1.1725 -2.4049
C 0.6136 1.5233 -2.8616
C 0.3680 3.0016 -2.6375
S -1.4020 3.3439 -2.4140
H -2.2099 0.7536 0.5020
H -2.7966 2.5770 -0.7988
H -2.3521 0.9030 -3.2654
H -3.8392 1.0642 -2.3355
H -0.8349 -0.7935 -3.3228
H -1.9823 -2.1424 -3.3546
H 0.3333 -2.8839 -2.6052
H -0.9243 -3.1970 -1.4246
H 2.5039 -2.4646 -1.5839
H 2.8449 -1.0257 -0.6205
H 1.6097 -0.8764 -3.4385
H 3.3264 -0.8383 -3.1210
H -0.1188 0.9163 -2.2871
H 0.4455 1.2403 -3.9052
H 0.6974 3.6047 -3.4815
H 0.8595 3.3428 -1.7259
S 0.3926 2.6168 0.8319
C 0.8512 1.0175 1.2086
S 2.3222 0.3304 1.6241
S -0.8955 0.2972 2.1769
N 2.1788 -5.4306 3.8171
C 1.7347 -4.4843 4.6624
S 1.7731 -4.6037 6.2917
C 1.1081 -3.3032 3.9992
C 0.2107 -3.4709 2.9422
C -0.3980 -2.3689 2.3947
N -0.1164 -1.1363 2.8428
C 0.7802 -0.9481 3.8302
C 1.3794 -2.0220 4.4516
H 2.6267 -6.2452 4.2054
H 2.2963 -5.2431 2.8357
H -0.0494 -4.4567 2.5830
H -1.1385 -2.4237 1.6095
H 0.9531 0.0753 4.1257
H 2.0580 -1.8629 5.2765
C -2.3068 5.8479 0.5355
O -2.3291 4.8295 -0.5084
C -1.2206 4.7196 -1.1897
O -0.2322 5.3731 -1.1552
H -3.3020 5.8305 0.9623
H -2.0802 6.8137 0.0926
H -1.5536 5.5774 1.2711
*
```

natural (NBO) atomic charge list, values in e, 5 entries: -0.312, -0.633, -0.528, 0.454, -0.543

---

No. 2
ORCA calculation (the ωB97M-V functional and the def2-TZVPD basis) on a 8-piece molecular cluster, C28H43N8O4P overall in a non-equilibrium geometry.

Computed properties:
- relative energy (zero: lowest compared OMol25 entry of this formula, charge and spin) (kcal per mole) = 94.6
- molecular weight (g/mol) = 586.68
- HOMO level (eV) = -7.842

The geometry in ORCA input format:
```
! wB97M-V def2-TZVPD RIJCOSX def2/J DEFGRID3
* xyz 0 1
C 2.0081 -3.2386 -0.7135
C 1.0059 -2.8376 -1.4292
C -0.1757 -2.1417 -2.3069
C -1.5539 -2.3169 -1.4666
C -2.8530 -2.5785 -2.4295
C -3.1536 -1.1682 -3.2061
O -3.6142 -0.2519 -2.1799
C -3.5197 1.1135 -2.5545
C -2.9270 1.7040 -3.9184
O -3.9152 1.9635 -1.6904
O -0.2741 -2.7173 -3.6482
C 0.4939 -3.9220 -3.7741
O -0.0719 -5.0401 -3.8606
P 0.3356 -0.2883 -2.5037
C 0.5799 0.5101 -0.8074
C 1.9732 -0.3748 -3.4918
C 1.9995 0.7682 -4.6373
H 2.9896 -3.4778 -0.1598
H -1.4930 -3.2175 -0.7384
H -1.6767 -1.3282 -0.8662
H -3.7291 -2.7621 -1.6897
H -2.6930 -3.4440 -3.1635
H -3.9512 -1.4102 -4.0176
H -2.1647 -0.8877 -3.7103
H -3.3356 2.7724 -4.0444
H -3.0612 1.0373 -4.8387
H -1.7829 1.8318 -3.7441
H 1.6536 -3.9185 -3.8610
H 1.2810 1.4117 -0.9398
H -0.3909 0.9094 -0.3355
H 1.0554 -0.2930 -0.1216
H 1.9687 -1.3984 -4.0147
H 2.8189 -0.2599 -2.7159
H 2.5498 0.3586 -5.5756
H 0.9431 1.1370 -4.9445
H 2.6068 1.6548 -4.2191
C -0.9561 2.0464 3.1492
C -1.0003 0.8413 2.2553
N -1.0349 -0.1081 1.5511
H -1.1256 1.7488 4.1848
H 0.0201 2.5290 3.0728
H -1.7289 2.7580 2.8525
C -0.7156 -3.3780 2.3222
C -0.7935 -3.9397 3.7122
N -0.8555 -4.3815 4.8064
H -1.5380 -3.7652 1.7182
H -0.7815 -2.2884 2.3566
H 0.2308 -3.6627 1.8583
C 4.7642 -1.2382 2.6040
C 4.0967 -1.1850 1.2583
N 3.5710 -1.1434 0.1988
H 5.8445 -1.1600 2.4924
H 4.4021 -0.4344 3.2356
H 4.5278 -2.2028 3.0942
C -4.6414 0.5158 5.1430
C -3.5232 1.4260 5.5623
N -2.6426 2.1413 5.8949
H -4.2729 -0.5059 5.0449
H -5.4369 0.5367 5.8899
H -5.0458 0.8420 4.1831
C 6.4537 2.7174 1.4203
C 5.8317 1.4369 1.8957
N 5.3366 0.4155 2.2760
H 6.2598 3.5146 2.1407
H 7.5329 2.5893 1.3129
H 6.0293 3.0004 0.4514
C -4.6627 -4.1885 2.4388
C -5.1411 -3.1751 3.4365
N -5.5172 -2.3783 4.2225
H -3.5722 -4.2213 2.4371
H -5.0483 -5.1759 2.6985
H -5.0129 -3.9205 1.4402
C -4.4147 4.1852 1.1169
C -3.2976 5.0902 1.5484
N -2.4182 5.8021 1.8887
H -4.0444 3.1642 1.0064
H -5.2115 4.1965 1.8630
H -4.8179 4.5222 0.1604
C 7.7981 4.9626 -2.5646
C 6.6418 4.3552 -1.8255
N 5.7314 3.8772 -1.2438
H 8.5635 5.2848 -1.8564
H 8.2301 4.2279 -3.2464
H 7.4588 5.8259 -3.1397
*
```

Mulliken atomic charge list, values in e, 5 entries: -0.753, -0.489, 0.767, -0.203, -0.811

---

No. 3
ORCA calculation (the ωB97M-V functional and the def2-TZVPD basis) on C19H15CrF2N5S as an isolated structure.

Computed properties:
- <S²> = 3.82
- relative energy (zero: lowest compared OMol25 entry of this formula, charge and spin) (kcal per mole) = 0.0
- molecular weight (g/mol) = 435.42
- HOMO level (alpha / beta) (eV) = -11.411 / -11.487

The geometry in ORCA input format:
```
! wB97M-V def2-TZVPD RIJCOSX def2/J DEFGRID3
* xyz 1 4
Cr -0.3281 0.7638 0.8854
C -3.7996 -1.6198 0.1486
C -2.4591 -1.0449 0.4386
N -2.2416 0.1939 0.7223
N -3.2966 1.0521 0.8076
C -2.9182 2.2741 1.1097
N -3.8767 3.1942 1.2467
S -1.2623 2.8194 1.3554
C -1.2471 -1.8960 0.4502
C -1.2608 -3.2271 0.0855
C -0.0831 -3.9596 0.1559
C 1.0720 -3.3439 0.6028
C 1.0155 -2.0025 0.9358
N -0.1090 -1.2931 0.8554
H -4.5624 -0.8583 0.2611
H -4.0119 -2.4502 0.8250
H -3.8294 -2.0085 -0.8724
H -4.8398 2.9324 1.1199
H -3.6436 4.1372 1.4997
H -2.1812 -3.6817 -0.2517
H -0.0711 -5.0009 -0.1366
H 2.0052 -3.8817 0.6881
H 1.8986 -1.4714 1.2675
F -0.8106 -0.3052 -4.3778
C -0.0328 0.0265 -3.3428
C -0.6289 0.3625 -2.1376
C 0.1800 0.6908 -1.0640
C 1.5811 0.7196 -1.2100
C 2.1173 0.3477 -2.4383
F 3.4505 0.2997 -2.6058
C 1.3354 -0.0078 -3.5169
C 2.3618 1.1740 -0.0413
C 3.7012 1.5495 -0.0479
C 4.2779 2.0340 1.1130
C 3.5172 2.1474 2.2692
C 2.1966 1.7694 2.2127
N 1.6329 1.2873 1.0961
H -1.7101 0.3688 -2.0732
H 1.7841 -0.2921 -4.4579
H 4.2745 1.4771 -0.9561
H 5.3174 2.3344 1.1113
H 3.9333 2.5324 3.1885
H 1.5511 1.8564 3.0783
*
```

natural (NBO) atomic charge list, values in e, 5 entries: 1.078, -0.690, 0.280, -0.284, -0.421

---

No. 4
ORCA calculation (the ωB97M-V functional and the def2-TZVPD basis) on C27H27F2HgN6O4SSe as an isolated structure.

Computed properties:
- <S²> = 0.77
- molecular weight (g/mol) = 849.16
- HOMO level (alpha / beta) (eV) = 0.026 / -1.808

The geometry in ORCA input format:
```
! wB97M-V def2-TZVPD RIJCOSX def2/J DEFGRID3
* xyz -2 2
Hg -0.2957 2.0538 -0.2499
C 3.3123 1.4954 2.4985
N 3.3464 0.4499 1.4982
C 3.5377 -0.8964 1.7331
C 3.4942 -1.5179 0.5378
N 3.2750 -0.5425 -0.4143
C 3.1288 -0.7545 -1.8403
C 3.1852 0.6779 0.1710
Se 2.9088 2.2935 -0.6704
H 3.4847 1.0394 3.4725
H 2.3509 2.0039 2.4872
H 4.0857 2.2334 2.2851
H 3.6308 -1.2954 2.7270
H 3.5545 -2.5632 0.2881
H 2.9869 -1.8202 -2.0160
H 4.0143 -0.3951 -2.3666
H 2.2653 -0.2005 -2.1995
S -2.5939 1.7414 -1.4708
C -3.3704 3.3101 -1.4586
N -2.7264 4.2873 -2.2115
C -3.1232 5.6177 -2.0938
C -4.3226 5.8749 -1.4889
C -5.0311 4.8137 -0.9293
N -4.4982 3.5354 -0.8571
H -1.7398 4.1001 -2.3471
H -2.4482 6.3652 -2.4804
H -4.6878 6.8923 -1.4137
H -5.9800 4.9637 -0.4295
C 0.6085 6.4070 -0.7947
C 0.9084 5.0407 -1.4274
O 1.9993 4.8708 -1.9797
O -0.0480 4.2017 -1.3143
H 1.4816 7.0575 -0.8340
H 0.2861 6.2623 0.2380
H -0.2268 6.8731 -1.3216
O -0.2358 -0.7439 -3.1055
C -0.1336 -1.1600 -1.9716
N -0.2120 -2.5455 -1.6776
C -0.2675 -2.7252 -0.2427
C 0.1027 -1.2774 0.2244
O 0.3019 -1.0243 1.4068
N 0.1033 -0.4441 -0.8205
C 0.7609 -3.7115 0.2758
C 0.9019 -3.9021 1.6510
C 1.8699 -4.7615 2.1442
C 2.7039 -5.4583 1.2759
C 2.5577 -5.2860 -0.0917
C 1.5928 -4.4147 -0.5872
C -1.6802 -3.0806 0.2117
C -2.1280 -4.3928 0.0686
C -3.4334 -4.7375 0.3853
C -4.3102 -3.7675 0.8530
C -3.8719 -2.4594 0.9969
C -2.5640 -2.1143 0.6825
H -0.8519 -3.0550 -2.2677
H 0.2672 -3.3394 2.3222
H 1.9786 -4.8861 3.2153
H 3.4604 -6.1291 1.6658
H 3.2005 -5.8228 -0.7800
H 1.4911 -4.2509 -1.6522
H -1.4390 -5.1528 -0.2849
H -3.7648 -5.7627 0.2669
H -5.3323 -4.0294 1.0992
H -4.5472 -1.6892 1.3470
H -2.2468 -1.0842 0.7922
F -1.4944 2.2626 2.4799
C -0.2286 2.1056 1.9355
F 0.5162 3.1654 2.4702
H 0.1792 1.1984 2.3839
*
```

natural (NBO) atomic charge list, values in e, 5 entries: 1.300, -0.407, -0.379, -0.069, -0.084